DFT (wB97M-V/def2-TZVPD) results for a molecular structure, C28H44BF4FeN5O10P2S.

ORCA input file:
```
! wB97M-V def2-TZVPD RIJCOSX def2/J DEFGRID3
* xyz 0 1
Fe -0.6274 0.4794 -0.2966
C 1.9223 3.3343 -2.0019
C 0.7869 2.6527 -1.3160
N 0.9491 1.7449 -0.4225
N 2.2516 1.3559 -0.1881
C 2.6016 0.8218 1.0236
N 3.5716 -0.1230 0.8994
S 2.0110 1.3554 2.4649
C -0.6298 2.9316 -1.6362
C -1.0550 4.0256 -2.3690
C -2.4157 4.1977 -2.5792
C -3.3014 3.2749 -2.0576
C -2.8044 2.1973 -1.3381
N -1.5000 2.0348 -1.1385
H 2.4987 2.6077 -2.5776
H 2.5842 3.7821 -1.2585
H 1.5822 4.0952 -2.6959
H 2.6930 0.9652 -1.0153
H 3.5429 -0.7293 0.0917
H 3.8928 -0.5238 1.7637
H -0.3466 4.7371 -2.7637
H -2.7732 5.0489 -3.1434
H -4.3684 3.3804 -2.1926
H -3.4345 1.4544 -0.8690
C -2.6896 -5.3417 0.5861
C -3.3237 -4.4451 -0.4550
C -4.8359 -4.4593 -0.4138
O -2.8960 -3.0784 -0.1897
P -2.1285 -2.2044 -1.2505
O -2.1188 -0.7869 -0.8342
C -0.4993 -2.9329 -1.4759
P 0.6326 -2.5112 -0.1410
O 0.5400 -1.0840 0.2346
O 2.1065 -2.7857 -0.5996
C 2.8115 -3.9907 -1.0051
C 1.9460 -4.9422 -1.8034
C 3.4193 -4.6426 0.2192
O 0.2581 -3.5362 0.9877
C 0.1134 -3.2274 2.4269
C -1.1797 -2.4781 2.6511
C 1.3236 -2.4882 2.9565
O -2.8160 -2.4555 -2.6444
C -3.7040 -1.4467 -3.2425
C -4.7126 -2.2097 -4.0688
C -2.8637 -0.4831 -4.0504
H -2.9688 -6.3796 0.4008
H -3.0378 -5.0621 1.5815
H -1.6029 -5.2584 0.5681
H -2.9836 -4.7261 -1.4562
H -5.1844 -4.1485 0.5716
H -5.2082 -5.4637 -0.6184
H -5.2473 -3.7767 -1.1568
H -0.0823 -2.5173 -2.3993
H -0.5994 -4.0130 -1.5851
H 3.5968 -3.5997 -1.6521
H 1.1423 -5.3532 -1.1880
H 2.5642 -5.7757 -2.1377
H 1.5304 -4.4554 -2.6849
H 2.6385 -5.0491 0.8638
H 4.0072 -3.9227 0.7881
H 4.0753 -5.4586 -0.0855
H 0.0575 -4.2255 2.8630
H -1.1302 -1.4757 2.2226
H -1.3524 -2.3826 3.7248
H -2.0220 -3.0107 2.2105
H 1.3683 -1.4777 2.5466
H 2.2459 -3.0244 2.7334
H 1.2341 -2.3990 4.0401
H -4.1994 -0.9201 -2.4239
H -4.2088 -2.7635 -4.8619
H -5.4141 -1.5119 -4.5268
H -5.2763 -2.9111 -3.4542
H -2.3519 -1.0095 -4.8576
H -2.1171 0.0042 -3.4247
H -3.5060 0.2836 -4.4875
O -3.5052 0.9884 1.2977
C -2.4709 0.8628 1.9519
O -1.2769 0.7450 1.5177
C -2.5667 0.8148 3.4682
C -1.4181 0.7584 4.2514
C -1.5156 0.6804 5.6309
C -2.7767 0.6570 6.2005
C -3.9361 0.7197 5.4469
C -3.8199 0.8016 4.0698
N -2.8906 0.5602 7.6675
O -1.8630 0.5079 8.3149
O -4.0061 0.5409 8.1508
H -0.4539 0.7767 3.7607
H -0.6406 0.6387 6.2623
H -4.8963 0.7014 5.9400
H -4.6942 0.8514 3.4357
F 1.1794 0.6783 -4.2418
B 1.1802 -0.2973 -3.2648
F 0.0485 -0.0563 -2.3915
F 2.3640 -0.2245 -2.4982
F 1.0337 -1.5856 -3.7784
*
```

- E_LUMO (alpha / beta): -0.0162 / -0.0160 hartree
- Total energy: -4888.932009 Eh
- Kohn-Sham gap (alpha / beta): 7.74 / 7.74 eV